# C6H12N

A gas-phase ion, C6H12N (charge +1) in a non-equilibrium geometry (ωB97M-V/def2-TZVPD, the Open Molecules 2025 dataset).

Each line ends with the natural charge from an NBO analysis.
Atoms and positions in Å:
1 C 0.8005 0.3427 1.6135  -0.35
2 C 1.0106 -0.1485 0.2025  0.56
3 C -0.5204 0.1122 0.0482  0.02
4 C 1.9085 -0.8385 -0.6613  -0.78
5 C -1.3603 -1.0940 -0.3750  -0.60
6 C -0.9023 1.2783 -0.8210  -0.61
7 N -0.7155 0.3878 1.5160  -0.59
8 H 1.0919 -0.2758 2.4425  0.29
9 H 1.1961 1.5031 1.6895  0.31
10 H 1.5811 -1.8515 -0.7433  0.34
11 H 3.0437 -0.5668 -0.4870  0.29
12 H 1.7798 -0.6899 -1.6649  0.29
13 H -1.5711 -1.6596 0.4892  0.25
14 H -1.0016 -1.8465 -1.0666  0.23
15 H -2.1983 -0.6372 -0.7477  0.24
16 H -2.0182 1.4619 -0.9733  0.26
17 H -0.6252 1.1715 -1.8022  0.23
18 H -0.4035 2.1183 -0.5819  0.22
19 H -1.0959 1.2323 1.9227  0.40

Computed properties:
Energy relative to the best compared isomer or geometry (same formula, charge and spin) ... 433.9 kJ/mol
Orbital gap ... 7.67 eV
Total energy ... -290.15665 a.u.
Total charge ... +1
HOMO energy ... -14.06 eV